Run P
138
Properties=species:S:1:pos:R:3 method="wB97M-V/def2-TZVPD" homo_lumo_gap_ev=6.89 homo_energy_ev=-6.80 multiplicity=1
H 14.159 32.438 8.895
H 14.633 31.927 6.033
H 9.902 27.460 4.510
H 9.368 32.380 8.684
H 9.478 31.650 4.884
H 11.508 36.342 1.278
C 11.241 31.150 4.536
H 11.714 30.933 6.517
H 12.695 25.244 1.113
H 14.083 36.967 0.806
C 13.602 35.990 0.781
H 13.149 28.186 6.941
N 12.084 28.670 4.611
H 9.323 31.347 0.424
H 10.769 31.916 0.981
H 14.126 33.777 7.838
H 14.245 30.629 6.961
N 11.166 30.452 5.817
C 12.079 28.391 6.906
H 7.245 35.114 9.597
C 13.420 30.981 1.383
H 9.962 34.771 4.015
H 10.886 32.177 4.624
H 11.368 34.386 3.004
H 10.745 32.134 6.126
C 8.954 33.007 6.612
C 9.946 31.335 -2.113
H 8.859 26.324 2.486
C 8.337 28.021 2.616
H 11.437 29.482 5.741
H 13.820 29.387 2.376
H 10.564 32.231 -2.069
H 13.519 32.560 -0.148
N 13.885 31.302 6.298
C 12.822 29.264 1.953
H 12.446 35.384 8.370
C 12.669 31.201 4.039
C 7.412 34.247 8.959
C 11.763 34.547 8.510
H 13.148 35.962 -0.210
C 13.502 32.960 8.199
H 11.297 32.825 5.124
C 12.875 32.036 7.049
O 9.761 31.031 -3.488
H 8.475 29.416 4.216
O 12.496 27.925 2.243
N 9.275 34.166 5.758
H 13.413 31.511 4.773
C 10.850 34.975 4.613
H 11.654 28.348 3.756
H 11.354 25.254 0.023
H 13.089 28.581 4.568
H 13.787 31.571 2.223
H 10.852 34.773 9.065
O 15.252 31.537 -0.115
H 12.405 30.312 8.328
H 7.522 29.981 2.857
O 8.846 27.006 3.465
C 11.618 25.086 1.067
H 8.378 26.213 3.193
N 12.725 36.798 2.763
H 8.899 33.990 4.837
H 10.264 30.198 -0.200
C 7.781 29.096 3.439
H 15.448 30.634 0.143
O 9.484 26.864 6.519
H 10.891 36.567 3.644
H 11.175 25.809 3.048
H 11.933 26.817 5.507
C 10.266 32.855 1.210
O 10.325 31.212 2.222
C 11.967 34.473 2.097
H 8.923 30.568 -3.564
H 12.047 29.916 2.356
H 12.331 30.981 1.432
C 10.508 30.176 -1.262
H 8.575 30.310 1.582
C 9.550 30.629 1.212
H 9.934 29.694 0.804
C 11.831 33.711 4.782
C 12.409 35.899 1.703
H 8.928 31.533 -1.779
C 11.536 27.822 5.651
C 10.298 30.499 3.455
H 10.000 29.252 -1.539
C 9.459 33.278 8.074
H 7.598 26.064 7.152
H 9.552 24.868 2.521
H 14.240 35.132 0.992
O 8.786 34.405 8.643
H 12.233 33.410 3.815
H 10.682 29.489 3.311
H 10.486 33.628 7.967
H 12.977 30.167 3.888
N 9.490 25.719 1.980
H 12.825 31.719 3.093
H 13.559 29.906 1.501
H 11.361 30.314 6.888
H 7.150 33.448 9.652
H 6.951 28.689 4.017
H 9.802 32.948 2.192
H 12.245 32.701 6.460
H 9.593 31.026 6.417
H 10.946 27.790 0.802
H 12.862 33.850 2.091
O 11.533 36.014 4.096
H 11.131 31.441 8.208
H 12.044 29.479 6.961
H 7.902 32.737 6.524
O 11.126 33.987 0.989
H 10.608 35.359 5.604
H 12.045 36.461 3.429
C 9.690 31.981 5.900
C 11.889 30.943 7.604
H 11.596 30.227 -1.297
H 13.459 31.002 -0.856
C 10.051 27.803 5.534
H 7.556 27.780 6.826
H 9.181 28.386 2.031
H 7.504 27.513 2.129
C 11.132 27.578 1.855
H 8.687 34.899 6.128
H 13.617 36.396 3.011
H 12.874 29.398 0.872
O 12.432 33.373 8.970
H 9.493 32.854 0.442
H 9.317 30.283 3.876
C 10.903 26.084 2.028
C 8.018 26.843 6.516
H 11.650 27.916 7.788
H 6.782 34.203 8.071
H 9.656 28.806 5.697
H 7.632 26.527 5.547
H 11.528 34.527 7.445
H 10.420 28.204 2.392
H 11.484 24.058 1.406
H 12.527 33.783 5.618
C 13.833 31.530 0.021


Run Q
138
Properties=species:S:1:pos:R:3 method="wB97M-V/def2-TZVPD" homo_lumo_gap_ev=9.39 homo_energy_ev=-8.86 multiplicity=1
H -4.352 1.820 4.890
H -0.584 4.564 3.675
C -3.403 0.142 3.922
C -1.060 -2.454 -5.186
O 0.599 4.130 0.368
H 0.603 4.807 -1.578
H -1.784 0.911 -4.406
H -0.909 -2.646 -6.201
H 3.161 -0.994 2.804
H -1.233 -6.324 -0.608
H -0.977 5.713 -4.454
H 2.226 1.037 -2.505
N -3.769 -7.132 -1.686
H -1.310 -1.331 -5.144
H 2.907 0.050 1.474
H -3.742 -0.243 0.464
H -0.749 5.523 0.879
H 2.980 3.281 -3.381
C -0.002 -2.911 -4.219
H 0.142 -3.996 -4.457
C 1.272 0.407 5.043
N -1.599 -0.835 -0.247
H -2.794 -6.192 -3.250
H -1.981 -3.092 1.524
C 1.028 2.819 0.248
H 1.031 -3.242 6.995
H 0.952 -2.420 -4.380
H -6.521 -1.564 -1.315
C 1.698 -3.169 6.094
H -3.467 -4.785 -0.617
O -4.653 -0.504 0.519
O -1.666 2.040 -2.821
C 4.152 5.581 -0.503
H 1.220 -1.905 -0.228
N 0.674 4.872 -2.619
H -6.806 -1.701 0.479
H -4.047 -7.049 -0.720
H -0.499 -3.773 -2.564
H 0.636 5.894 -2.892
H 3.538 -1.689 1.297
O -2.372 1.926 5.135
C -2.739 -6.159 -2.144
H 5.378 -2.351 -2.569
H 4.293 -2.776 -1.348
C -0.514 4.146 -3.132
C -2.479 4.070 2.545
H -1.501 -1.459 -1.051
C 0.760 -1.198 0.570
H 0.323 2.000 4.003
C -1.088 3.692 2.022
H 0.259 2.139 -0.189
H 1.893 0.893 7.026
H -3.124 0.674 2.994
C -1.807 0.783 -3.333
H 4.489 5.149 -1.484
H -3.180 4.059 1.753
H -2.020 -2.963 -4.882
H -3.704 0.489 5.945
H -1.364 4.349 -2.481
H 0.171 4.483 -5.046
H -1.639 1.325 5.026
H 1.281 -6.673 -2.326
H -4.428 -0.300 3.763
H 0.092 0.468 3.294
C -3.526 1.068 5.088
N 0.238 0.972 4.174
H 6.035 5.329 0.621
H 0.636 -1.449 4.407
H 1.883 2.253 6.006
H -0.174 -3.293 1.757
C -0.387 2.581 -3.121
C 0.917 -5.683 -1.926
H 5.498 -1.540 -1.042
H 3.103 5.490 -0.353
H 1.185 -3.709 5.233
C 4.996 4.962 0.661
C -1.363 -6.401 -1.664
H -4.135 -4.518 -2.283
H 3.495 2.893 -1.935
C 3.189 1.209 -3.008
H 0.063 -1.094 6.092
H 4.580 5.241 1.628
O 4.986 3.490 0.589
H -2.736 0.306 -2.962
C -6.202 -2.101 -0.358
H 1.483 -4.839 -2.277
H 3.831 1.261 -5.036
C 2.810 -1.056 1.776
N -0.053 3.963 3.084
C 0.909 -1.035 5.381
H 0.987 -0.202 0.143
H -2.749 3.435 3.364
H 5.670 3.313 -0.059
H 4.412 0.815 -1.249
H 1.038 -5.646 -0.821
H -1.047 -7.344 -1.984
H -0.066 2.254 -4.137
C -0.749 4.656 -4.546
H -1.415 4.103 -0.009
C -3.179 -4.766 -1.692
H -0.978 0.091 -3.034
N 3.574 2.633 -2.884
C -4.747 -1.840 0.060
C 1.318 1.351 6.214
H 2.615 -3.736 6.236
H 0.372 2.189 -2.424
O 2.032 -1.800 5.939
H 0.363 1.642 6.715
H 2.115 1.131 -4.861
H -4.072 -2.146 -0.763
C 4.788 -1.891 -1.793
O 1.428 -1.400 1.763
O -0.358 -2.858 -2.836
H 2.271 0.472 4.576
H -0.914 -0.854 1.778
H -1.331 0.091 -0.564
H -2.621 -0.637 4.101
C -0.720 -1.341 0.808
H -1.085 2.677 1.666
H -0.952 -3.362 0.148
O -0.453 -5.468 -2.309
H -6.497 -3.170 -0.502
C -0.984 -2.865 1.095
H -2.473 5.108 2.888
H 4.388 6.632 -0.599
H 5.191 0.424 -2.741
O 3.851 -0.927 -2.117
H 0.836 4.371 2.798
H 1.215 2.379 1.252
H -2.543 -3.952 -1.950
H 3.262 -0.269 -4.579
H -4.563 -2.481 0.916
H -1.442 4.065 -5.131
C 4.221 0.361 -2.258
H 1.878 2.873 -0.407
C 3.088 0.797 -4.449
H -3.389 -8.068 -1.852
C -0.740 4.449 0.768


Which of them is most stable, and which least? Most stable: run Q; least stable: run P.


Run P
14
Properties=species:S:1:pos:R:3 method="wB97M-V/def2-TZVPD" homo_lumo_gap_ev="6.15 / 9.68" homo_energy_ev="-5.51 / -9.05" multiplicity=2
H 3.210 -0.380 -0.279
O 1.181 -0.670 -0.551
H 3.229 -2.036 1.114
H -2.685 1.641 -1.029
H -0.830 0.029 2.032
O 2.341 -1.655 1.037
H -0.664 1.972 0.290
N -1.088 1.059 0.194
H -1.011 -0.923 0.391
C -0.786 -0.022 0.947
H -1.065 0.975 -1.840
C 2.238 -0.857 -0.046
H -2.218 -0.072 -1.215
C -1.852 0.939 -1.044


Run Q
14
Properties=species:S:1:pos:R:3 method="wB97M-V/def2-TZVPD" homo_lumo_gap_ev="10.27 / 7.70" homo_energy_ev="-9.39 / -9.40" multiplicity=2
H -2.683 -0.589 0.829
H 0.262 1.413 -1.891
C 0.264 0.021 -0.440
H 0.148 -0.664 -1.290
H 1.952 0.121 1.166
H 2.222 0.160 -0.633
H -0.647 0.367 1.599
H -0.985 1.644 -0.725
O -2.159 0.035 0.319
C 1.608 -0.379 0.133
C -0.793 -0.297 0.676
H -0.796 -1.364 0.955
O 1.636 -1.817 0.212
N -0.029 1.348 -0.911


Which of them is most stable, and which least? Most stable: run P; least stable: run Q.


Run P
15
Properties=species:S:1:pos:R:3 method="wB97M-V/def2-TZVPD" homo_lumo_gap_ev="7.11 / 5.03" homo_energy_ev="-6.46 / -8.37" multiplicity=3
C 1.684 -0.740 1.663
H -2.370 -0.407 -1.209
H -0.609 1.570 -1.044
H 2.327 -0.246 0.899
H -3.252 -1.128 1.104
H 0.693 0.673 -2.154
C 0.415 -0.979 1.448
S -1.054 -1.431 2.272
C -2.222 -0.969 0.911
O -1.302 -0.520 3.412
H 2.001 -0.887 2.635
N -0.288 -0.521 -0.561
H 1.185 1.026 -0.451
C 0.255 0.781 -1.036
C -1.660 -0.625 -0.283


Run Q
15
Properties=species:S:1:pos:R:3 method="wB97M-V/def2-TZVPD" homo_lumo_gap_ev="5.74 / 6.58" homo_energy_ev="-5.06 / -8.29" multiplicity=3
C -0.669 -1.084 0.074
N 2.017 -1.583 -0.023
H -1.426 0.529 1.306
S 3.038 -0.069 -0.057
H -1.178 2.534 -0.368
H -2.268 0.651 -0.170
C 0.782 -0.795 0.110
C -1.358 0.354 0.286
O 0.692 1.669 0.088
H -0.505 1.249 -1.436
C 1.361 0.486 0.093
H -0.973 -1.787 0.790
H 2.147 -2.278 0.707
C -0.624 1.476 -0.411
H -1.038 -1.351 -0.989


Which of them is most stable, and which least? Most stable: run Q; least stable: run P.